Record 1
{
  "formula": "C2H8NO",
  "method": "wB97M-V/def2-TZVPD",
  "charge": 1,
  "de_lowest_ev": 1.0123,
  "total_energy_ev": -5733.87183,
  "elements": ["O", "H", "H", "H", "C", "C", "N", "H", "H", "H", "H", "H"],
  "coordinates": [[-1.5004, 0.9604, -0.8385], [-2.2971, 0.6669, -0.3810], [-1.9236, 1.5700, -1.4442], [0.3082, -1.9643, 1.5623], [-0.0894, -1.1486, 0.9600], [1.0252, -0.6204, 0.2305], [1.0744, 0.6016, -0.1872], [-0.8344, -0.5479, 1.4789], [-0.7943, -1.6330, 0.2591], [2.0323, -1.0202, 0.4049], [0.1178, 0.9553, -0.5205], [1.7724, 1.0851, -0.7422]],
  "atomic_forces_ev_per_a": [[-0.9, 0.0, 0.0], [0.2, -0.4, 0.5], [0.4, 0.5, -0.7], [-0.4, 0.1, 0.3], [-1.7, -2.3, -0.5], [2.8, 2.9, 1.6], [-2.8, 0.1, -2.5], [0.8, 0.8, 0.2], [0.4, -0.3, -0.2], [-0.5, -0.7, -0.6], [0.8, 0.0, 1.3], [0.9, -0.7, 0.5]],
  "lowdin_charge": [-0.0238, 0.0849, 0.0834, 0.1061, -0.0340, -0.0818, 0.2064, 0.1127, 0.1239, 0.1599, 0.1051, 0.1571]
}

---

Record 2
{
  "formula": "C16H32F2Li2N2NaO10",
  "method": "wB97M-V/def2-TZVPD",
  "charge": 1,
  "total_energy_ev": -50811.76319,
  "elements": ["O", "C", "O", "C", "F", "F", "H", "H", "O", "H", "Li", "N", "C", "C", "C", "C", "H", "H", "H", "H", "H", "N", "O", "O", "O", "C", "O", "C", "C", "O", "C", "C", "O", "C", "H", "H", "H", "H", "H", "H", "H", "H", "H", "H", "H", "H", "H", "H", "C", "C", "O", "C", "C", "H", "H", "H", "H", "H", "H", "H", "H", "H", "H", "Na", "Li"],
  "coordinates": [[0.8176, -2.0975, -5.9035], [0.3445, -1.0180, -5.9433], [-0.9361, -0.8095, -5.3779], [-1.9507, -1.1443, -6.2109], [-3.0839, -0.3835, -5.8438], [-2.3007, -2.5011, -6.0913], [0.8877, -0.1830, -6.4491], [-1.6268, -0.9968, -7.2784], [0.1706, -1.7783, -8.7801], [0.1294, -2.7149, -8.9022], [-0.6811, -3.6590, -8.1026], [3.2397, -3.6393, -5.6472], [3.7286, -3.9880, -4.4296], [4.9871, -4.5044, -4.6156], [5.2666, -4.4573, -6.0076], [4.1664, -3.9145, -6.6166], [2.3266, -3.2360, -5.8058], [3.1419, -3.8417, -3.5352], [5.6327, -4.8740, -3.8357], [6.1686, -4.7828, -6.5046], [3.9621, -3.7012, -7.6533], [-0.7394, -2.6951, -2.8109], [0.3689, -3.1954, -2.5441], [-0.8921, -2.0475, -3.8846], [-1.6915, -2.8295, -2.0279], [1.3859, -2.5585, 0.8778], [0.4938, -1.5973, 1.4035], [-0.8607, -1.8857, 1.0684], [-1.8039, -1.2145, 2.0527], [-1.9254, -1.9186, 3.2882], [-0.8147, -1.8283, 4.1760], [-0.6965, -0.4745, 4.8571], [-0.1039, 0.4740, 3.9801], [-0.4294, 1.8033, 4.3302], [1.3420, -2.5713, -0.2153], [2.3958, -2.2894, 1.1932], [1.1546, -3.5530, 1.2765], [-1.0362, -2.9659, 1.0737], [-1.0422, -1.4945, 0.0617], [-2.8053, -1.2249, 1.6138], [-1.5415, -0.1683, 2.2192], [0.1129, -2.1158, 3.6780], [-1.0063, -2.5759, 4.9505], [-0.0472, -0.5636, 5.7378], [-1.6904, -0.1382, 5.1727], [-1.5130, 1.9579, 4.2889], [0.0427, 2.4717, 3.6100], [-0.0569, 2.0379, 5.3334], [0.1010, 7.1206, 5.1094], [-0.7884, 5.9651, 4.6815], [-1.3774, 5.2678, 5.7674], [-2.2189, 6.0274, 6.6216], [-3.4098, 6.6462, 5.9101], [0.8960, 6.7657, 5.7698], [0.5540, 7.5944, 4.2362], [-0.4567, 7.8860, 5.6509], [-0.1821, 5.2359, 4.1405], [-1.5617, 6.3028, 3.9837], [-1.6345, 6.7907, 7.1464], [-2.5825, 5.3375, 7.3856], [-3.1033, 7.3521, 5.1363], [-4.0399, 7.1824, 6.6223], [-4.0098, 5.8714, 5.4269], [7.5384, -4.8201, -3.3348], [-4.7154, -1.1402, -5.4799]],
  "atomic_forces_ev_per_a": [[0.2, -0.4, 0.0], [0.3, -0.3, -0.5], [-1.0, 2.8, -4.3], [2.9, -0.1, -0.5], [0.3, -0.8, -0.2], [-0.6, 1.1, -0.1], [-0.9, 0.0, 0.8], [-1.1, 0.0, 0.6], [-1.4, -0.1, 1.2], [1.4, -0.2, -1.7], [-0.4, 0.5, 0.9], [0.5, -0.3, 0.1], [-0.3, 0.1, 0.3], [0.1, 0.2, -0.3], [0.3, 0.0, -0.2], [-0.1, 0.0, 0.1], [0.0, 0.2, 0.1], [0.0, 0.0, -0.1], [-0.6, -0.3, 0.2], [-0.1, 0.0, -0.1], [0.1, 0.0, 0.1], [-0.1, -0.4, 0.4], [0.2, 0.0, -0.1], [-0.1, -2.3, 3.2], [-0.1, 0.0, -0.1], [-0.1, 0.3, 0.0], [0.1, -0.2, 0.3], [0.2, 0.6, 0.0], [0.0, -0.3, -0.1], [0.1, 0.1, 0.0], [-0.3, 0.0, 0.1], [0.5, 0.0, -0.3], [-0.2, 0.1, -0.1], [0.1, -0.2, 0.0], [0.0, -0.2, 0.0], [-0.1, 0.1, 0.0], [0.0, -0.1, -0.1], [0.0, 0.0, -0.1], [-0.2, -0.2, 0.0], [0.0, -0.1, 0.0], [0.2, 0.0, 0.0], [0.1, 0.2, 0.0], [-0.1, 0.1, 0.0], [-0.2, -0.1, 0.2], [0.0, 0.0, 0.0], [0.0, 0.1, 0.1], [0.0, -0.1, 0.0], [-0.1, 0.1, 0.0], [0.0, 0.0, 0.1], [0.0, 0.1, 0.0], [0.0, -0.3, 0.0], [0.0, 0.1, 0.0], [0.0, 0.0, -0.1], [0.0, 0.0, -0.1], [0.0, 0.0, 0.0], [0.0, 0.0, -0.1], [-0.1, -0.1, 0.1], [0.0, 0.1, 0.0], [0.0, 0.1, 0.0], [0.1, -0.1, -0.1], [0.0, 0.1, 0.1], [0.0, 0.0, 0.0], [0.0, 0.0, 0.1], [0.1, 0.2, -0.1], [0.3, -0.1, 0.3]],
  "lowdin_charge": [0.0917, -0.2272, -0.0232, -0.3630, -0.0263, 0.0262, 0.1791, 0.1585, -0.4469, -0.2461, 0.8185, 0.0539, -0.0941, -0.1518, -0.1162, -0.1083, 0.1045, 0.1245, 0.0173, 0.0891, 0.1196, -0.5673, -0.0535, -0.0858, -0.0418, -0.1131, -0.2033, -0.1942, -0.1743, -0.1329, -0.1808, -0.2009, -0.2060, -0.1139, 0.0687, 0.0808, 0.0879, 0.1300, 0.1134, 0.1250, 0.1180, 0.1194, 0.1248, 0.1256, 0.1269, 0.0890, 0.0831, 0.0900, -0.0792, -0.2823, -0.1673, -0.2792, -0.0811, 0.0830, 0.0772, 0.0652, 0.1099, 0.1061, 0.1063, 0.1185, 0.0645, 0.0777, 0.0813, 0.8901, 0.9145]
}

---

Which formula does entry 2 have? C16H32F2Li2N2NaO10

---

Copy entry 1 word for word.
{
  "formula": "C2H8NO",
  "method": "wB97M-V/def2-TZVPD",
  "charge": 1,
  "de_lowest_ev": 1.0123,
  "total_energy_ev": -5733.87183,
  "elements": ["O", "H", "H", "H", "C", "C", "N", "H", "H", "H", "H", "H"],
  "coordinates": [[-1.5004, 0.9604, -0.8385], [-2.2971, 0.6669, -0.3810], [-1.9236, 1.5700, -1.4442], [0.3082, -1.9643, 1.5623], [-0.0894, -1.1486, 0.9600], [1.0252, -0.6204, 0.2305], [1.0744, 0.6016, -0.1872], [-0.8344, -0.5479, 1.4789], [-0.7943, -1.6330, 0.2591], [2.0323, -1.0202, 0.4049], [0.1178, 0.9553, -0.5205], [1.7724, 1.0851, -0.7422]],
  "atomic_forces_ev_per_a": [[-0.9, 0.0, 0.0], [0.2, -0.4, 0.5], [0.4, 0.5, -0.7], [-0.4, 0.1, 0.3], [-1.7, -2.3, -0.5], [2.8, 2.9, 1.6], [-2.8, 0.1, -2.5], [0.8, 0.8, 0.2], [0.4, -0.3, -0.2], [-0.5, -0.7, -0.6], [0.8, 0.0, 1.3], [0.9, -0.7, 0.5]],
  "lowdin_charge": [-0.0238, 0.0849, 0.0834, 0.1061, -0.0340, -0.0818, 0.2064, 0.1127, 0.1239, 0.1599, 0.1051, 0.1571]
}